# 1
Density functional theory data (ωB97M-V/def2-TZVPD) for a molecular structure, C35H52BeBrN3OP2.

The HOMO energy is -13.006 eV. For the molar mass, the calculation gives 681.69 g/mol. As for the net charge: +2. The energy above the lowest of the compared OMol25 structures with the same formula, charge and spin comes out at 0.000 eV.

Element x y z (Å)
C -3.38 -2.99 -2.76
C -2.32 -2.10 -3.05
C -2.47 -1.30 -4.19
C -3.58 -1.48 -5.02
N -4.52 -2.37 -4.75
C -4.43 -3.12 -3.67
C -1.13 -2.05 -2.20
C -0.10 -2.15 -1.54
C 1.25 -2.33 -1.07
C 1.77 -2.09 0.25
C 2.97 -1.33 0.34
C 3.73 -1.28 -0.85
C 3.50 -2.17 -1.91
C 2.20 -2.66 -2.06
Be 2.15 0.16 0.87
P -1.45 0.69 0.15
H -1.71 -0.56 -4.43
H -3.33 -3.59 -1.86
H -3.66 -0.89 -5.94
H -5.21 -3.86 -3.49
H 1.91 -3.23 -2.95
H 1.58 -2.80 1.06
H 4.28 -2.41 -2.63
H 3.43 -1.00 1.31
C -2.03 1.96 1.38
C -3.31 2.74 1.08
H -1.19 2.67 1.48
H -2.12 1.46 2.35
H -3.46 3.51 1.84
H -3.27 3.26 0.12
H -4.20 2.11 1.10
C -2.11 1.31 -1.48
C -3.56 1.04 -1.85
H -1.46 0.83 -2.22
H -1.92 2.39 -1.54
H -3.76 1.40 -2.87
H -3.80 -0.03 -1.86
H -4.28 1.54 -1.20
C -2.51 -0.78 0.57
C -3.93 -0.56 1.11
H -1.93 -1.32 1.33
H -2.52 -1.42 -0.31
H -4.38 -1.53 1.35
H -3.93 0.03 2.03
H -4.60 -0.08 0.38
Br 5.08 0.17 -0.98
P 1.76 2.13 -0.55
C 0.67 3.58 -0.91
C 1.30 4.97 -0.92
H -0.12 3.55 -0.14
H 0.19 3.39 -1.88
H 0.51 5.72 -1.06
H 1.81 5.21 0.02
H 2.02 5.10 -1.73
C 3.19 2.81 0.37
C 4.29 3.49 -0.43
H 3.65 1.98 0.94
H 2.79 3.51 1.12
H 5.11 3.78 0.25
H 4.74 2.83 -1.17
H 3.95 4.39 -0.94
C 2.36 1.63 -2.22
C 2.64 2.71 -3.25
H 1.59 0.94 -2.60
H 3.27 1.02 -2.06
H 2.98 2.24 -4.18
H 1.76 3.30 -3.48
H 3.43 3.40 -2.93
C -1.31 -5.74 4.56
C -0.05 -5.17 5.19
N 0.00 -3.70 5.28
C 0.30 -3.20 6.65
C 1.77 -2.94 6.94
C 0.21 -3.02 4.10
O 0.13 -3.64 3.02
C 0.50 -1.53 4.02
C 0.56 -0.55 5.02
C 0.79 0.76 4.59
C 1.23 1.02 3.31
N 1.41 0.01 2.39
C 0.70 -1.12 2.69
H -2.21 -5.33 5.04
H -1.29 -6.82 4.74
H -1.32 -5.56 3.48
H 0.02 -5.51 6.22
H 0.83 -5.51 4.63
H -0.33 -2.33 6.87
H -0.03 -4.02 7.30
H 2.30 -2.51 6.08
H 1.85 -2.24 7.78
H 2.26 -3.88 7.23
H 0.43 -0.82 6.06
H 0.62 1.57 5.29
H 1.37 2.04 2.95
H 0.26 -1.64 1.82

# 2
Density functional theory data (ωB97M-V/def2-TZVPD) for a single C5H7N molecule.

The HOMO energy is -8.599 eV. For the molar mass, the calculation gives 81.12 g/mol. As for the SMILES: [H]/N=C(\C)C=C=C. The energy above the lowest of the compared OMol25 structures with the same formula, charge and spin comes out at 3.975 eV.

Element x y z (Å)
C -0.31 1.58 -1.34
C 0.28 0.64 -0.31
C -0.58 -0.50 0.06
C -0.18 -1.41 0.93
C 0.52 -2.12 1.77
N 1.44 0.76 0.23
H -1.27 1.98 -0.99
H 0.36 2.41 -1.56
H -0.51 1.04 -2.28
H -1.57 -0.58 -0.39
H -0.13 -3.05 1.20
H 0.27 -2.18 2.84
H 1.91 1.58 -0.14

# 3
Density functional theory data (ωB97M-V/def2-TZVPD) for 14 unconnected molecules or ions with the total composition C52H94Cl2F12N16O4P2.

The HOMO energy is -9.829 eV. For the molar mass, the calculation gives 1368.26 g/mol. As for the net charge: +2.

Element x y z (Å)
C -7.39 -3.03 3.32
C -6.40 -2.16 4.12
N -5.39 -3.08 4.61
C -5.07 -3.44 5.89
C -4.14 -4.49 5.92
N -3.84 -4.83 4.60
C -4.63 -3.93 3.83
C -3.00 -5.90 4.03
H -7.11 -3.27 2.29
H -8.35 -2.55 3.13
H -7.64 -3.98 3.79
H -6.90 -1.68 4.96
H -5.88 -1.47 3.46
H -5.60 -2.82 6.60
H -3.82 -5.15 6.71
H -4.73 -3.95 2.76
H -3.52 -6.42 3.23
H -2.91 -6.57 4.89
H -1.96 -5.63 3.85
C 4.64 -6.99 -4.78
C 3.61 -7.13 -3.63
N 3.66 -5.99 -2.80
C 4.34 -5.83 -1.59
C 4.23 -4.50 -1.15
N 3.47 -3.85 -2.13
C 3.15 -4.77 -3.07
C 3.04 -2.43 -2.06
H 4.46 -7.64 -5.64
H 5.64 -7.29 -4.46
H 4.59 -5.99 -5.21
H 3.79 -8.07 -3.10
H 2.59 -7.18 -4.00
H 4.70 -6.72 -1.09
H 4.67 -4.07 -0.27
H 2.61 -4.64 -3.99
H 1.95 -2.34 -1.99
H 3.31 -1.92 -2.98
H 3.46 -1.87 -1.22
C -8.28 0.83 -0.78
C -8.07 0.60 -2.30
N -8.01 1.86 -3.01
C -9.04 2.50 -3.61
C -8.58 3.73 -4.02
N -7.28 3.88 -3.62
C -6.92 2.70 -2.99
C -6.48 5.18 -3.69
H -8.30 -0.16 -0.31
H -9.22 1.31 -0.51
H -7.50 1.41 -0.29
H -8.85 -0.09 -2.62
H -7.12 0.08 -2.39
H -10.00 2.00 -3.68
H -9.15 4.54 -4.47
H -6.09 2.54 -2.31
H -5.45 4.91 -3.46
H -6.91 6.00 -3.12
H -6.37 5.47 -4.74
C 5.02 7.66 0.07
C 5.35 6.48 -0.87
N 4.20 6.00 -1.65
C 4.24 5.67 -2.96
C 3.00 5.40 -3.49
N 2.10 5.58 -2.44
C 2.84 6.00 -1.33
C 0.63 5.33 -2.48
H 4.47 7.29 0.93
H 4.43 8.50 -0.31
H 5.90 8.08 0.55
H 5.73 5.67 -0.26
H 6.09 6.82 -1.59
H 5.25 5.70 -3.37
H 2.64 5.11 -4.47
H 2.44 6.22 -0.35
H 0.20 5.28 -3.48
H 0.15 6.12 -1.90
H 0.41 4.37 -2.00
C -3.80 0.30 -8.35
C -4.22 -0.83 -7.45
N -3.11 -1.07 -6.49
C -1.96 -1.86 -6.76
C -1.23 -1.82 -5.55
N -1.80 -0.92 -4.64
C -2.94 -0.55 -5.27
C -1.50 -0.59 -3.35
H -2.81 0.14 -8.78
H -3.81 1.24 -7.80
H -4.51 0.40 -9.17
H -4.33 -1.71 -8.09
H -5.15 -0.62 -6.93
H -1.86 -2.55 -7.59
H -0.46 -2.46 -5.16
H -3.65 0.05 -4.72
H -0.61 -1.19 -3.14
H -2.30 -0.86 -2.68
H -1.29 0.47 -3.22
C 2.94 3.94 6.80
C 3.29 4.61 5.38
N 3.52 3.71 4.26
C 3.45 2.31 4.22
C 3.71 1.86 2.93
N 4.09 2.96 2.21
C 3.91 4.09 3.03
C 4.48 3.02 0.76
H 2.10 3.26 6.63
H 2.81 4.71 7.56
H 3.84 3.41 7.14
H 4.24 5.11 5.57
H 2.52 5.33 5.12
H 3.22 1.79 5.14
H 3.84 0.91 2.43
H 4.06 5.14 2.80
H 5.46 2.57 0.64
H 4.42 4.02 0.32
H 3.77 2.44 0.17
C 1.57 0.32 0.47
C 0.53 -0.23 -0.57
N -0.80 0.44 -0.42
C -1.08 1.81 -0.69
C -2.40 2.05 -0.22
N -2.92 0.84 0.33
C -1.89 -0.06 0.33
C -4.21 0.70 1.03
H 2.38 -0.40 0.61
H 1.10 0.58 1.43
H 1.85 1.32 0.13
H 0.30 -1.29 -0.49
H 0.92 0.20 -1.49
H -0.40 2.49 -1.18
H -3.02 2.93 -0.18
H -1.93 -1.08 0.69
H -4.28 -0.31 1.45
H -5.03 0.84 0.33
H -4.19 1.45 1.83
C 2.38 -2.59 4.77
C 3.37 -1.79 3.92
N 4.81 -2.02 4.32
C 5.26 -1.81 5.57
C 6.61 -2.07 5.59
N 7.02 -2.45 4.26
C 5.89 -2.36 3.49
C 8.30 -2.89 3.78
H 2.38 -2.12 5.76
H 2.74 -3.62 4.79
H 1.39 -2.71 4.34
H 3.09 -0.74 3.89
H 3.16 -2.12 2.90
H 4.60 -1.34 6.28
H 7.41 -2.05 6.31
H 5.88 -2.56 2.43
H 8.16 -3.87 3.32
H 8.97 -2.98 4.64
H 8.61 -2.22 2.98
C 7.59 -0.17 0.29
C 6.19 -0.76 0.20
O 5.23 -0.25 0.82
O 6.16 -1.84 -0.42
H 7.90 0.10 1.29
H 7.60 0.76 -0.28
H 8.37 -0.88 0.02
C 0.23 3.70 2.29
C 0.54 5.03 1.69
O -0.13 5.42 0.75
O 1.59 5.65 2.06
H -0.77 3.67 2.72
H 1.00 3.35 2.97
H 0.33 3.00 1.46
Cl -5.39 4.34 0.10
Cl 1.33 1.87 -3.69
P -4.97 -2.40 -1.21
F -4.92 -0.86 -1.82
F -3.51 -2.10 -0.53
F -5.75 -2.01 0.25
F -4.71 -3.97 -0.76
F -6.36 -2.81 -1.96
F -4.18 -2.73 -2.57
P 0.09 -4.04 1.20
F -1.03 -5.26 0.86
F 0.16 -4.27 2.78
F 1.33 -4.97 1.06
F 1.15 -2.85 1.29
F 0.17 -3.69 -0.41
F -1.14 -3.09 1.38

# 4
Density functional theory data (ωB97M-V/def2-TZVPD) for a molecular structure, C27H41BrN7NaO8P2.

The HOMO energy is -8.287 eV. For the molar mass, the calculation gives 756.51 g/mol. The energy above the lowest of the compared OMol25 structures with the same formula, charge and spin comes out at 0.958 eV.

Element x y z (Å)
Na -1.05 -0.41 0.97
C 3.86 2.46 -1.90
C 2.58 2.00 -1.26
C 1.36 2.76 -1.74
O 2.39 0.58 -1.64
P 1.74 -0.44 -0.62
O 0.80 0.13 0.36
C 1.00 -1.64 -1.75
P 0.02 -2.85 -0.84
O -0.92 -2.21 0.10
O 1.14 -3.74 -0.19
C 1.05 -4.38 1.14
C 1.16 -3.36 2.26
C -0.19 -5.25 1.23
O -0.75 -3.75 -1.86
C -0.30 -4.49 -3.02
C -0.30 -3.59 -4.23
C 1.04 -5.18 -2.80
O 2.94 -1.16 0.11
C 4.20 -1.49 -0.54
C 4.42 -2.99 -0.43
C 5.29 -0.69 0.14
H 4.03 3.51 -1.66
H 3.79 2.35 -2.98
H 4.72 1.88 -1.55
H 2.65 2.06 -0.17
H 1.28 2.69 -2.83
H 1.45 3.82 -1.46
H 0.45 2.35 -1.29
H 1.78 -2.11 -2.37
H 0.31 -1.08 -2.39
H 1.94 -5.01 1.14
H 0.23 -2.79 2.36
H 1.98 -2.66 2.08
H 1.35 -3.89 3.19
H -1.09 -4.64 1.18
H -0.18 -5.78 2.18
H -0.21 -5.99 0.42
H -1.06 -5.25 -3.15
H 0.53 -2.87 -4.20
H -1.24 -3.04 -4.30
H -0.18 -4.19 -5.14
H 1.85 -4.45 -2.68
H 1.27 -5.80 -3.67
H 1.02 -5.81 -1.91
H 4.15 -1.20 -1.59
H 4.57 -3.27 0.62
H 5.30 -3.28 -1.00
H 3.55 -3.53 -0.81
H 5.33 -0.96 1.20
H 5.09 0.38 0.06
H 6.26 -0.90 -0.31
N 0.75 2.24 2.82
C 0.23 3.02 1.86
N 0.75 4.24 1.65
C 0.06 4.98 0.79
N 0.55 6.22 0.50
N -1.07 4.63 0.16
C -1.43 3.37 0.40
N -0.82 2.52 1.20
C -2.67 2.85 -0.28
C -3.81 3.64 -0.32
C -4.97 3.08 -0.82
C -4.94 1.77 -1.28
C -3.74 1.07 -1.22
N -2.61 1.59 -0.72
H 1.47 2.60 3.41
H 0.21 1.42 3.08
H 1.25 6.59 1.12
H -0.07 6.85 0.04
H -3.77 4.66 0.05
H -5.89 3.65 -0.84
H -5.83 1.28 -1.65
H -3.69 0.04 -1.56
Br -3.58 5.17 4.48
C -4.15 3.54 3.68
C -5.48 3.39 3.31
N -5.93 2.28 2.72
C -5.05 1.30 2.48
C -3.71 1.37 2.83
C -3.25 2.52 3.46
C -2.72 0.29 2.44
O -3.08 -0.48 1.50
O -1.60 0.27 3.02
H -6.19 4.19 3.49
H -5.41 0.42 1.96
H -2.21 2.59 3.76

# 5
Density functional theory data (ωB97M-V/def2-TZVPD) for a molecular structure, C32H39BrN7O4P2S5Se4Ta.

The HOMO energy (spin up / spin down) is -9.559 / -9.554 eV. For the molar mass, the calculation gives 1384.68 g/mol. As for the net charge: +1. As for the spin multiplicity: 2.

Element x y z (Å)
Ta 2.01 -1.67 1.29
C 3.76 -1.76 -2.31
O 2.50 -1.53 -1.66
C 1.78 -0.60 -2.40
C 1.03 -1.09 -3.45
C 0.23 -0.22 -4.18
Br -0.93 -0.95 -5.49
C 0.27 1.13 -3.95
C 1.08 1.64 -2.94
C 1.77 0.76 -2.10
O 2.43 1.14 -0.97
C 1.21 3.10 -2.91
N 0.24 3.92 -3.21
C 0.81 5.17 -3.28
C 0.24 6.41 -3.58
C 1.08 7.50 -3.64
C 2.46 7.39 -3.41
C 3.04 6.18 -3.10
C 2.19 5.08 -3.03
N 2.41 3.75 -2.74
H 3.61 -2.03 -3.35
H 4.24 -2.58 -1.78
H 4.39 -0.87 -2.25
H 1.07 -2.14 -3.69
H -0.29 1.83 -4.55
H 2.37 2.10 -0.83
H -0.83 6.50 -3.75
H 0.66 8.48 -3.87
H 3.08 8.28 -3.46
H 4.10 6.09 -2.90
H 3.32 3.33 -2.62
Se 4.34 -0.66 1.02
Se 4.28 -2.10 2.83
Se 4.34 -4.19 1.77
Se 2.56 -3.91 0.25
C -0.32 -1.40 6.37
C -0.90 -0.41 5.37
O -1.42 -1.09 4.21
P -0.74 -1.41 2.79
S -0.01 -1.10 0.35
S 0.83 -2.75 3.12
O -1.93 -2.34 2.22
C -2.99 -2.98 2.96
C -4.32 -2.63 2.33
H 0.07 -0.86 7.23
H 0.48 -1.97 5.91
H -1.10 -2.09 6.70
H -0.15 0.32 5.07
H -1.75 0.12 5.80
H -2.96 -2.66 4.00
H -2.80 -4.06 2.93
H -4.35 -1.56 2.12
H -5.14 -2.88 3.01
H -4.47 -3.17 1.39
C -2.90 -5.06 -1.33
N -2.52 -4.35 -2.62
C -1.90 -5.37 -3.57
N -0.82 -6.05 -2.96
C -1.24 -6.70 -1.73
N -1.78 -5.74 -0.78
C -0.76 -4.83 -0.25
P 0.05 -3.77 -1.56
C -1.57 -3.23 -2.35
C 0.35 -5.19 -2.76
H -3.69 -5.77 -1.57
H -3.26 -4.31 -0.63
H -3.37 -3.97 -3.05
H -1.56 -4.84 -4.46
H -2.69 -6.08 -3.84
H -0.38 -7.20 -1.28
H -2.00 -7.46 -1.95
H 0.01 -5.42 0.24
H -1.22 -4.18 0.50
H -1.37 -2.72 -3.29
H -2.04 -2.52 -1.67
H 1.17 -5.79 -2.35
H 0.67 -4.80 -3.72
S 2.61 5.77 2.31
C 2.01 4.27 2.56
S 2.93 2.77 2.38
C 1.48 1.86 2.80
N 0.46 2.60 3.03
N 0.74 3.92 2.91
C -0.29 4.88 3.18
C -0.08 5.85 4.15
C -1.08 6.77 4.41
C -2.27 6.72 3.70
C -2.47 5.74 2.74
C -1.47 4.81 2.47
S 1.49 0.16 3.09
H 0.86 5.88 4.69
H -0.92 7.53 5.16
H -3.06 7.44 3.90
H -3.39 5.71 2.18
H -1.61 4.05 1.72

# 6
Density functional theory data (ωB97M-V/def2-TZVPD) for 2 unconnected molecules or ions with the total composition C6H7NO3.

The HOMO energy is -9.947 eV. For the molar mass, the calculation gives 141.13 g/mol. The energy above the lowest of the compared OMol25 structures with the same formula, charge and spin comes out at 5.288 eV.

Element x y z (Å)
C -2.60 -0.48 -0.23
C -1.18 -0.13 0.00
C -0.29 -0.27 1.26
C 0.67 0.04 0.10
O -0.11 -0.84 -0.76
C 2.16 -0.10 0.08
N 2.81 -0.04 -1.06
C -0.34 1.13 -0.34
O -0.41 2.23 -0.77
H -2.77 -1.53 0.02
H -3.23 0.14 0.41
H -2.88 -0.30 -1.28
H -0.40 0.46 2.07
H -0.22 -1.31 1.62
O 2.79 0.71 0.87
H 2.39 -0.58 -1.81
H 3.61 0.86 -0.19

Question: The highest molar mass belongs to which entry?
Answer: C32H39BrN7O4P2S5Se4Ta